1.
{"formula": "C10H40N20O10", "method": "ωB97M-V/def2-TZVPD", "orbital_gap_ev": 9.95, "total_charge": 0, "e_lumo_ev": 0.287, "smiles": "NC(N)=O.NC(N)=O.NC(N)=O.NC(N)=O.NC(N)=O.NC(N)=O.NC(N)=O.NC(N)=O.NC(N)=O.NC(N)=O", "e_tot_ev": -61307.751, "species": ["N", "C", "N", "O", "H", "H", "H", "H", "N", "C", "N", "O", "H", "H", "H", "H", "N", "C", "N", "O", "H", "H", "H", "H", "N", "C", "N", "O", "H", "H", "H", "H", "N", "C", "N", "O", "H", "H", "H", "H", "N", "C", "N", "O", "H", "H", "H", "H", "N", "C", "N", "O", "H", "H", "H", "H", "N", "C", "N", "O", "H", "H", "H", "H", "N", "C", "N", "O", "H", "H", "H", "H", "N", "C", "N", "O", "H", "H", "H", "H"], "positions_angstrom": [[2.242, 3.087, 0.859], [1.510, 3.533, -0.237], [1.228, 2.526, -1.127], [1.312, 4.759, -0.459], [2.462, 2.072, 1.007], [2.707, 3.835, 1.376], [1.125, 1.608, -0.737], [0.595, 2.811, -1.842], [-1.077, -3.867, 2.632], [-0.255, -3.488, 3.597], [0.956, -4.047, 3.672], [-0.603, -2.639, 4.413], [-2.057, -3.607, 2.781], [-0.722, -4.663, 2.016], [1.680, -3.482, 4.122], [1.389, -4.421, 2.802], [3.475, 0.327, 3.736], [2.590, -0.732, 3.949], [1.366, -0.384, 4.420], [2.966, -1.919, 3.883], [4.219, 0.155, 3.138], [3.181, 1.321, 3.820], [0.664, -1.118, 4.509], [1.036, 0.495, 4.115], [-3.320, -1.611, 3.778], [-3.160, -0.223, 3.445], [-1.853, 0.129, 3.153], [-4.081, 0.592, 3.354], [-2.655, -1.934, 4.461], [-4.315, -1.643, 4.067], [-1.061, -0.556, 3.040], [-1.843, 1.068, 2.848], [0.356, 1.315, -5.418], [-0.417, 0.344, -5.046], [-1.290, 0.639, -4.047], [-0.365, -0.759, -5.602], [1.175, 1.057, -5.931], [0.390, 2.233, -4.973], [-2.152, 0.067, -4.119], [-1.376, 1.635, -3.800], [-2.394, 4.099, -2.442], [-1.576, 4.401, -3.471], [-1.799, 5.586, -4.127], [-0.745, 3.552, -3.926], [-3.102, 4.716, -2.038], [-2.242, 3.374, -1.772], [-2.211, 6.412, -3.587], [-0.983, 5.969, -4.617], [2.891, -3.560, -0.214], [1.865, -4.387, -0.073], [1.627, -5.108, -1.159], [1.356, -4.685, 0.989], [3.245, -3.085, 0.641], [3.267, -3.296, -1.100], [0.886, -5.832, -1.304], [1.846, -4.675, -2.124], [1.171, -1.462, -3.099], [1.700, -2.638, -3.643], [1.029, -3.004, -4.760], [2.592, -3.301, -3.161], [0.170, -1.269, -3.248], [1.347, -1.345, -2.090], [0.377, -2.342, -5.165], [1.389, -3.760, -5.293], [0.858, -1.649, 1.516], [0.531, -0.675, 0.602], [-0.697, -0.675, 0.063], [1.285, 0.272, 0.425], [1.813, -1.845, 1.607], [0.296, -2.501, 1.399], [-1.454, -1.404, -0.045], [-0.851, 0.206, -0.398], [-3.208, 3.281, 2.077], [-2.431, 3.276, 0.915], [-1.804, 4.461, 0.588], [-2.270, 2.270, 0.186], [-3.341, 4.103, 2.604], [-3.683, 2.478, 2.326], [-1.722, 5.147, 1.328], [-1.049, 4.379, -0.064]]}



2.
{"formula": "C10H40N6O10", "method": "ωB97M-V/def2-TZVPD", "orbital_gap_ev": 10.12, "total_charge": 0, "e_lumo_ev": 0.586, "smiles": "NC(N)=O.NC(N)=O.NC(N)=O.CO.CO.CO.CO.CO.CO.CO", "e_tot_ev": -40435.337, "species": ["N", "C", "N", "O", "H", "H", "H", "H", "N", "C", "N", "O", "H", "H", "H", "H", "N", "C", "N", "O", "H", "H", "H", "H", "C", "O", "H", "H", "H", "H", "C", "O", "H", "H", "H", "H", "C", "O", "H", "H", "H", "H", "C", "O", "H", "H", "H", "H", "C", "O", "H", "H", "H", "H", "C", "O", "H", "H", "H", "H", "C", "O", "H", "H", "H", "H"], "positions_angstrom": [[-0.542, 1.115, 3.357], [0.608, 0.593, 3.869], [0.515, 0.172, 5.159], [1.682, 0.663, 3.268], [-0.445, 1.540, 2.453], [-1.370, 1.073, 3.914], [-0.384, -0.003, 5.562], [1.372, -0.042, 5.633], [2.536, 3.255, -2.772], [2.018, 2.032, -2.895], [2.939, 1.103, -3.380], [0.881, 1.720, -2.526], [1.956, 3.975, -2.365], [3.387, 3.484, -3.245], [3.633, 1.396, -4.038], [2.718, 0.116, -3.339], [0.331, 0.592, 0.134], [-0.735, -0.244, -0.029], [-1.057, -0.320, -1.337], [-1.257, -0.929, 0.865], [0.909, 0.607, 0.958], [0.574, 1.018, -0.744], [-1.733, -1.043, -1.585], [-0.596, 0.225, -2.048], [3.954, 1.594, 0.421], [3.417, 2.286, 1.525], [4.551, 0.748, 0.781], [3.173, 1.234, -0.259], [4.586, 2.286, -0.135], [2.821, 1.706, 2.019], [-4.793, -0.287, 1.892], [-4.073, -1.350, 1.298], [-4.830, -0.457, 2.967], [-4.373, 0.682, 1.607], [-5.789, -0.230, 1.447], [-3.200, -1.088, 0.973], [-3.493, -2.409, -3.505], [-2.777, -2.382, -2.253], [-4.519, -2.668, -3.231], [-3.453, -1.429, -3.969], [-3.066, -3.201, -4.121], [-2.615, -3.293, -1.995], [-0.073, 4.684, -0.833], [0.427, 5.619, -1.759], [-1.092, 4.941, -0.521], [-0.029, 3.667, -1.229], [0.448, 4.719, 0.125], [-0.206, 5.728, -2.473], [-2.295, -2.704, 3.889], [-1.570, -3.048, 2.745], [-3.371, -2.601, 3.700], [-2.230, -3.469, 4.664], [-1.976, -1.760, 4.353], [-1.643, -2.302, 2.130], [0.781, -2.658, -3.406], [1.894, -1.812, -3.117], [-0.144, -2.163, -3.106], [0.799, -2.821, -4.481], [0.913, -3.602, -2.873], [1.989, -1.783, -2.149], [2.652, -2.056, 0.816], [1.793, -2.141, -0.325], [2.084, -1.538, 1.594], [2.925, -3.032, 1.223], [3.550, -1.466, 0.645], [0.913, -2.238, 0.057]]}



3.
{"formula": "C10H40O10", "method": "ωB97M-V/def2-TZVPD", "orbital_gap_ev": 8.41, "total_charge": 0, "e_lumo_ev": -0.185, "e_tot_ev": -31482.069, "species": ["C", "O", "H", "H", "H", "H", "C", "O", "H", "H", "H", "H", "C", "O", "H", "H", "H", "H", "C", "O", "H", "H", "H", "H", "C", "O", "H", "H", "H", "H", "C", "O", "H", "H", "H", "H", "C", "O", "H", "H", "H", "H", "C", "O", "H", "H", "H", "H", "C", "O", "H", "H", "H", "H", "C", "O", "H", "H", "H", "H"], "positions_angstrom": [[-12.063, 24.875, -13.289], [-11.100, 24.614, -14.328], [-12.179, 25.958, -13.294], [-13.001, 24.430, -13.619], [-11.761, 24.459, -12.327], [-10.226, 24.514, -13.943], [-11.218, 19.084, -12.707], [-11.912, 19.134, -11.469], [-10.190, 19.447, -12.678], [-11.216, 18.059, -13.078], [-11.714, 19.714, -13.445], [-12.068, 20.058, -11.258], [-14.767, 22.778, -13.488], [-14.773, 24.192, -13.573], [-13.734, 22.457, -13.616], [-14.988, 22.351, -12.509], [-15.280, 22.308, -14.327], [-14.341, 24.536, -12.788], [-10.115, 21.672, -14.228], [-10.578, 20.759, -15.182], [-10.938, 22.334, -13.957], [-9.885, 21.179, -13.284], [-9.287, 22.227, -14.668], [-10.706, 21.334, -15.940], [-12.135, 22.129, -11.532], [-12.073, 21.004, -10.659], [-12.275, 21.785, -12.557], [-12.968, 22.805, -11.340], [-11.175, 22.638, -11.436], [-11.424, 21.186, -9.975], [-14.351, 25.811, -11.559], [-14.136, 24.402, -11.362], [-14.371, 26.046, -12.623], [-15.354, 25.973, -11.164], [-13.612, 26.469, -11.101], [-14.135, 24.147, -10.437], [-12.480, 18.978, -9.140], [-12.904, 18.609, -7.845], [-13.244, 19.475, -9.738], [-11.646, 19.677, -9.075], [-12.085, 18.079, -9.613], [-12.238, 18.146, -7.332], [-7.694, 22.648, -11.269], [-9.019, 22.766, -11.676], [-7.399, 21.773, -11.848], [-7.062, 23.499, -11.523], [-7.601, 22.319, -10.234], [-9.529, 23.084, -10.927], [-14.943, 21.499, -9.981], [-15.599, 20.668, -10.915], [-15.356, 21.424, -8.975], [-13.961, 21.049, -9.831], [-14.843, 22.510, -10.376], [-15.720, 19.769, -10.602], [-9.882, 20.707, -9.547], [-10.829, 21.628, -8.988], [-8.863, 21.093, -9.558], [-9.828, 19.711, -9.107], [-10.219, 20.502, -10.563], [-10.735, 21.728, -8.037]]}



4.
{"formula": "C10H44F6NO10P", "method": "ωB97M-V/def2-TZVPD", "orbital_gap_ev": 8.09, "total_charge": 0, "e_lumo_ev": -0.329, "e_tot_ev": -58608.515, "species": ["N", "H", "H", "H", "H", "P", "F", "F", "F", "F", "F", "F", "C", "O", "H", "H", "H", "H", "C", "C", "C", "O", "H", "H", "H", "H", "H", "H", "H", "H", "C", "C", "C", "O", "H", "H", "H", "H", "H", "H", "H", "H", "C", "C", "C", "O", "H", "H", "H", "H", "H", "H", "H", "H", "O", "H", "H", "O", "H", "H", "O", "H", "H", "O", "H", "H", "O", "H", "H", "O", "H", "H"], "positions_angstrom": [[0.093, 2.751, 1.885], [0.152, 2.993, 0.906], [-0.883, 2.755, 2.143], [0.566, 3.403, 2.495], [0.531, 1.866, 2.097], [-0.396, -0.301, 0.282], [1.169, -0.657, 0.163], [-0.543, 0.049, -1.321], [-0.740, -1.964, 0.095], [-1.968, -0.046, 0.427], [-0.214, -0.589, 1.866], [-0.196, 1.331, 0.436], [0.326, 1.697, -2.335], [0.830, 1.422, -3.692], [-0.497, 1.043, -2.047], [1.189, 1.757, -1.672], [0.092, 2.742, -2.537], [0.259, 1.822, -4.352], [0.708, -0.900, -2.603], [1.475, -1.927, -1.696], [2.715, -1.241, -1.081], [0.798, -2.512, -0.555], [-0.218, -1.324, -2.994], [1.463, -0.533, -3.298], [0.388, -0.050, -2.001], [1.728, -2.785, -2.318], [3.440, -1.069, -1.877], [3.182, -1.874, -0.327], [2.509, -0.272, -0.627], [0.541, -1.919, 0.154], [2.081, -0.911, 4.021], [3.316, -0.673, 3.092], [2.971, -1.317, 1.746], [3.301, 0.723, 2.858], [2.113, -1.955, 4.333], [1.143, -0.691, 3.511], [2.041, -0.377, 4.971], [4.303, -0.971, 3.444], [2.091, -0.929, 1.233], [2.821, -2.397, 1.739], [3.753, -1.108, 1.016], [4.182, 1.042, 2.648], [-3.606, 0.241, -1.765], [-2.549, -0.574, -2.452], [-2.908, -2.098, -2.478], [-2.267, -0.054, -3.763], [-4.588, 0.207, -2.236], [-3.264, 1.275, -1.743], [-3.678, -0.047, -0.716], [-1.610, -0.404, -1.926], [-2.007, -2.675, -2.691], [-3.573, -2.174, -3.338], [-3.374, -2.568, -1.612], [-1.438, -0.431, -4.067], [-2.542, -1.961, 1.559], [-2.228, -1.336, 2.213], [-2.035, -1.760, 0.773], [-1.649, 1.236, 2.039], [-1.326, 0.861, 1.220], [-1.580, 0.523, 2.673], [0.927, 1.026, 2.089], [1.658, 0.700, 2.615], [0.372, 0.258, 1.949], [-1.723, 2.051, -1.148], [-1.265, 1.290, -0.791], [-1.334, 2.181, -2.013], [-3.554, 1.564, 1.343], [-3.596, 2.159, 2.092], [-2.681, 1.174, 1.395], [1.985, 1.125, 0.240], [1.333, 0.835, 0.878], [1.486, 1.269, -0.564]]}